[1]
{"formula": "C28H45BN6OSZr", "method": "ωB97M-V with the def2-TZVPD basis set", "total_charge": 2, "e_above_lowest_kj_mol": 29.35, "e_lumo_ha": -0.2322, "e_homo_ev": -14.5, "gap_ev": 8.2, "multiplicity": 1, "elements": ["Zr", "C", "C", "C", "C", "C", "C", "C", "C", "C", "C", "C", "C", "C", "C", "C", "C", "C", "H", "H", "H", "H", "H", "H", "H", "H", "H", "H", "H", "H", "H", "H", "H", "H", "H", "H", "H", "H", "H", "H", "H", "H", "H", "H", "H", "H", "H", "C", "C", "N", "N", "C", "B", "N", "C", "C", "C", "N", "N", "C", "C", "C", "N", "H", "H", "H", "H", "H", "H", "H", "H", "H", "H", "C", "S", "C", "O", "H", "H", "H", "H", "H", "H"], "coordinates": [[-0.058, -0.134, 0.265], [-2.146, -0.577, 1.468], [-2.093, -1.624, 0.485], [-0.950, -2.430, 0.834], [-0.375, -1.845, 2.012], [-1.168, -0.766, 2.458], [-1.184, -0.095, 3.818], [-2.324, -0.787, 4.592], [-1.520, 1.395, 3.715], [0.113, -0.326, 4.591], [-0.424, -3.770, 0.311], [-1.398, -4.873, 0.763], [0.927, -4.109, 0.955], [-0.198, -3.780, -1.204], [-3.395, -1.811, -0.335], [-4.455, -2.215, 0.715], [-3.467, -2.873, -1.438], [-3.805, -0.474, -0.974], [-2.933, 0.159, 1.521], [0.490, -2.231, 2.527], [-3.282, -0.651, 4.090], [-2.398, -0.362, 5.593], [-2.138, -1.858, 4.690], [-2.520, 1.544, 3.303], [-0.808, 1.931, 3.089], [-1.522, 1.841, 4.710], [0.319, -1.390, 4.711], [0.027, 0.099, 5.592], [0.964, 0.130, 4.092], [-1.460, -4.893, 1.852], [-1.029, -5.844, 0.431], [-2.406, -4.748, 0.382], [0.850, -4.263, 2.031], [1.675, -3.337, 0.761], [1.297, -5.039, 0.524], [-1.102, -3.589, -1.770], [0.177, -4.757, -1.509], [0.555, -3.037, -1.486], [-4.216, -3.184, 1.156], [-5.430, -2.292, 0.236], [-4.530, -1.488, 1.523], [-3.078, -3.840, -1.148], [-2.998, -2.561, -2.367], [-4.520, -3.020, -1.679], [-4.030, 0.298, -0.239], [-4.713, -0.621, -1.560], [-3.032, -0.099, -1.650], [-0.469, -0.386, -4.211], [-0.806, -0.896, -2.969], [-0.209, -0.203, -1.990], [0.526, 0.764, -2.609], [0.384, 0.668, -3.933], [1.436, 1.666, -1.777], [2.451, 0.720, -1.045], [3.784, 0.745, -1.188], [4.324, -0.381, -0.596], [3.226, -1.074, -0.100], [2.097, -0.418, -0.374], [0.501, 2.484, -0.811], [0.442, 3.823, -0.737], [-0.695, 4.190, -0.038], [-1.313, 2.987, 0.285], [-0.602, 1.963, -0.188], [-0.796, -0.733, -5.175], [-1.435, -1.729, -2.733], [0.897, 1.348, -4.592], [2.054, 2.432, -2.443], [4.263, 1.548, -1.724], [5.358, -0.671, -0.557], [3.208, -2.007, 0.440], [1.194, 4.432, -1.210], [-1.040, 5.186, 0.174], [-2.226, 2.812, 0.830], [3.393, 1.164, 2.952], [2.207, 1.918, 1.857], [1.609, 3.211, 2.927], [1.042, 0.899, 1.802], [2.920, 0.911, 3.899], [4.197, 1.885, 3.101], [3.787, 0.282, 2.455], [2.445, 3.890, 3.095], [1.258, 2.782, 3.863], [0.811, 3.738, 2.406]], "lowdin_charge": [1.88, -0.13, -0.18, -0.18, -0.09, -0.26, -0.53, -0.01, -0.03, -0.03, -0.52, -0.01, -0.05, -0.03, -0.50, -0.02, -0.04, -0.04, 0.12, 0.12, 0.09, 0.10, 0.10, 0.09, 0.04, 0.10, 0.10, 0.10, 0.04, 0.10, 0.10, 0.06, 0.09, 0.06, 0.10, 0.05, 0.10, 0.08, 0.10, 0.10, 0.08, 0.06, 0.06, 0.10, 0.08, 0.10, 0.07, 0.01, -0.11, -0.08, -0.03, -0.01, -0.49, -0.05, -0.04, -0.01, -0.11, -0.10, -0.04, -0.04, -0.01, -0.09, -0.10, 0.12, 0.08, 0.14, 0.13, 0.14, 0.12, 0.11, 0.14, 0.12, 0.13, -0.20, 0.97, -0.20, -0.66, 0.06, 0.08, 0.06, 0.08, 0.07, 0.05]}

[2]
{"formula": "C38H87ClNO8P2", "method": "ωB97M-V with the def2-TZVPD basis set", "s2": 0.76, "total_charge": 2, "e_lumo_ha": [-0.1357, -0.2519], "e_homo_ev": [-13.2, -13.2], "gap_ev": [9.6, 6.4], "multiplicity": 2, "elements": ["O", "C", "O", "O", "H", "Cl", "O", "O", "O", "O", "C", "C", "C", "C", "P", "C", "C", "C", "C", "C", "C", "C", "C", "C", "C", "C", "C", "H", "H", "H", "H", "H", "H", "H", "H", "H", "H", "H", "H", "H", "H", "H", "H", "H", "H", "H", "H", "H", "H", "H", "H", "H", "H", "H", "H", "H", "H", "H", "H", "H", "H", "H", "H", "C", "C", "C", "C", "P", "C", "C", "C", "C", "C", "C", "C", "C", "C", "C", "C", "C", "H", "H", "H", "H", "H", "H", "H", "H", "H", "H", "H", "H", "H", "H", "H", "H", "H", "H", "H", "H", "H", "H", "H", "H", "H", "H", "H", "H", "H", "H", "H", "H", "H", "H", "H", "H", "C", "N", "C", "C", "C", "C", "O", "H", "H", "H", "H", "H", "H", "H", "H", "H", "H", "H", "H", "H", "H"], "coordinates": [[4.650, 0.342, 1.793], [5.570, -0.576, 2.084], [6.405, -0.272, 2.935], [5.653, -1.615, 1.404], [4.198, -0.181, 1.126], [2.575, 1.428, -1.341], [2.085, 1.841, -2.618], [1.518, 1.154, -0.422], [3.214, 0.197, -1.497], [3.546, 2.343, -0.824], [-6.151, 4.687, 4.164], [-4.601, 4.597, 4.250], [-3.910, 5.218, 3.055], [-4.237, 4.492, 1.705], [-3.087, 3.129, 1.345], [-3.394, 1.675, 2.365], [-4.871, 1.180, 2.253], [-5.180, -0.279, 2.884], [-4.744, -0.303, 4.373], [-3.155, 2.767, -0.430], [-2.062, 1.765, -0.924], [-2.284, 0.248, -0.819], [-3.098, -0.455, -1.919], [-1.360, 3.572, 1.655], [-0.826, 4.906, 0.967], [0.483, 5.300, 1.536], [1.638, 4.366, 1.249], [-6.652, 4.367, 5.077], [-6.584, 4.099, 3.355], [-6.552, 5.644, 3.828], [-4.293, 3.618, 4.618], [-4.220, 5.144, 5.112], [-2.838, 5.387, 3.155], [-4.358, 6.211, 3.065], [-4.011, 5.223, 0.929], [-5.230, 4.081, 1.524], [-3.156, 1.946, 3.394], [-2.601, 0.965, 2.128], [-4.974, 1.078, 1.173], [-5.599, 1.856, 2.702], [-4.712, -1.052, 2.275], [-6.241, -0.519, 2.953], [-5.322, 0.408, 4.963], [-3.660, -0.213, 4.450], [-5.008, -1.326, 4.642], [-3.027, 3.700, -0.978], [-4.150, 2.377, -0.644], [-1.029, 2.039, -0.710], [-1.994, 1.916, -2.001], [-2.552, -0.135, 0.166], [-1.286, -0.144, -1.012], [-2.799, -0.097, -2.904], [-4.146, -0.160, -1.875], [-3.129, -1.536, -1.782], [-0.718, 2.738, 1.372], [-1.339, 3.628, 2.743], [-1.515, 5.749, 1.030], [-0.657, 4.737, -0.097], [0.472, 5.462, 2.614], [0.757, 6.269, 1.119], [1.484, 3.334, 1.563], [2.569, 4.631, 1.750], [1.898, 4.247, 0.197], [4.211, -3.736, -3.296], [4.488, -4.763, -2.106], [3.174, -4.813, -1.236], [3.157, -3.558, -0.334], [1.813, -3.635, 1.026], [0.182, -4.003, 0.301], [-0.447, -2.846, -0.572], [0.042, -2.785, -2.059], [-0.540, -3.904, -2.954], [2.204, -5.076, 2.198], [3.456, -4.829, 2.980], [3.898, -5.812, 4.096], [4.785, -6.890, 3.516], [1.741, -1.974, 1.825], [0.663, -1.847, 2.936], [-0.126, -0.563, 2.891], [0.742, 0.664, 3.379], [3.285, -3.789, -3.869], [5.074, -3.790, -3.959], [4.383, -2.715, -2.955], [5.350, -4.462, -1.509], [4.941, -5.695, -2.442], [3.326, -5.622, -0.521], [2.282, -4.992, -1.836], [3.156, -2.628, -0.903], [4.094, -3.584, 0.223], [-0.396, -4.306, 1.174], [0.119, -4.904, -0.310], [-0.187, -1.887, -0.123], [-1.534, -2.911, -0.527], [1.104, -3.029, -2.082], [-0.242, -1.829, -2.499], [-0.240, -4.853, -2.512], [-0.195, -3.914, -3.988], [-1.621, -3.766, -3.002], [2.365, -5.985, 1.619], [1.366, -5.183, 2.887], [3.209, -3.909, 3.511], [4.351, -4.548, 2.424], [3.011, -6.330, 4.461], [4.382, -5.413, 4.987], [5.804, -6.671, 3.836], [4.809, -6.952, 2.429], [4.587, -7.839, 4.014], [1.731, -1.275, 0.989], [2.782, -1.890, 2.139], [1.138, -1.995, 3.906], [-0.068, -2.649, 2.837], [-0.934, -0.762, 3.595], [-0.601, -0.294, 1.947], [1.161, 0.480, 4.369], [0.100, 1.534, 3.516], [1.553, 0.848, 2.675], [0.555, 3.409, -5.209], [0.820, 2.379, -6.300], [-0.241, 2.525, -7.445], [2.234, 2.765, -6.795], [0.977, 0.921, -5.722], [-0.187, 0.350, -4.945], [-1.336, 0.401, -5.782], [0.360, 4.320, -5.773], [1.427, 3.430, -4.554], [-0.346, 3.165, -4.647], [-0.220, 1.654, -8.100], [-0.025, 3.445, -7.988], [-1.198, 2.713, -6.958], [2.574, 1.962, -7.449], [2.918, 2.838, -5.950], [2.095, 3.760, -7.219], [1.910, 0.709, -5.200], [1.158, 0.299, -6.598], [-0.231, 0.847, -3.975], [0.074, -0.704, -4.855], [-1.612, -0.514, -5.867]], "lowdin_spin": [0.02, 0.03, 0.63, 0.31, 0.00, 0.00, 0.00, 0.00, 0.00, 0.00, 0.00, 0.00, 0.00, 0.00, 0.00, 0.00, 0.00, 0.00, 0.00, 0.00, 0.00, 0.00, 0.00, 0.00, 0.00, 0.00, 0.00, 0.00, 0.00, 0.00, 0.00, 0.00, 0.00, 0.00, 0.00, 0.00, 0.00, 0.00, 0.00, 0.00, 0.00, 0.00, 0.00, 0.00, 0.00, 0.00, 0.00, 0.00, 0.00, 0.00, 0.00, 0.00, 0.00, 0.00, 0.00, 0.00, 0.00, 0.00, 0.00, 0.00, 0.00, 0.00, 0.00, 0.00, 0.00, 0.00, 0.00, 0.00, 0.00, 0.00, 0.00, 0.00, 0.00, 0.00, 0.00, 0.00, 0.00, 0.00, 0.00, 0.00, 0.00, 0.00, 0.00, 0.00, 0.00, 0.00, 0.00, 0.00, 0.00, 0.00, 0.00, 0.00, 0.00, 0.00, 0.00, 0.00, 0.00, 0.00, 0.00, 0.00, 0.00, 0.00, 0.00, 0.00, 0.00, 0.00, 0.00, 0.00, 0.00, 0.00, 0.00, 0.00, 0.00, 0.00, 0.00, 0.00, 0.00, 0.00, 0.00, 0.00, 0.00, 0.00, 0.00, 0.00, 0.00, 0.00, 0.00, 0.00, 0.00, 0.00, 0.00, 0.00, 0.00, 0.00, 0.00, 0.00, 0.00]}

[3]
{"formula": "C32H32NO", "method": "ωB97M-V with the def2-TZVPD basis set", "total_charge": 1, "e_above_lowest_kj_mol": 75.36, "e_lumo_ha": -0.1485, "e_homo_ev": -10.8, "gap_ev": 6.8, "smiles": "C([C@@H](c1ccccc1)[C@H](c1ccccc1)c1ccc(Oc2ccccc2)cc1)=[N+]1CCCCC1", "multiplicity": 1, "elements": ["C", "C", "C", "C", "C", "C", "N", "C", "C", "C", "C", "C", "C", "C", "H", "H", "H", "H", "H", "H", "H", "H", "H", "H", "H", "H", "H", "H", "H", "H", "H", "C", "C", "C", "C", "O", "C", "C", "C", "C", "C", "C", "C", "C", "C", "C", "C", "C", "C", "C", "C", "H", "H", "H", "H", "H", "H", "H", "H", "H", "H", "H", "H", "H", "H", "H"], "coordinates": [[-4.916, -2.799, 1.686], [-3.674, -3.179, 2.211], [-2.541, -2.383, 2.046], [-2.583, -1.204, 1.303], [-1.277, -0.548, 0.732], [-1.384, 0.967, 0.915], [-0.818, 1.712, 1.847], [-1.147, 3.159, 1.837], [-0.028, 4.044, 2.332], [0.503, 3.629, 3.705], [0.783, 2.120, 3.750], [-0.294, 1.230, 3.206], [-3.864, -0.726, 0.951], [-5.009, -1.512, 1.123], [-5.803, -3.451, 1.765], [-3.590, -4.140, 2.718], [-1.602, -2.673, 2.498], [-0.313, -0.977, 1.061], [-2.177, 1.479, 0.337], [-1.393, 3.404, 0.801], [-2.043, 3.320, 2.453], [0.795, 4.047, 1.616], [-0.408, 5.060, 2.373], [1.415, 4.206, 3.929], [-0.243, 3.892, 4.467], [1.714, 1.963, 3.208], [0.967, 1.862, 4.786], [-1.140, 1.229, 3.893], [0.047, 0.201, 3.080], [-3.951, 0.270, 0.550], [-5.981, -1.143, 0.790], [5.353, 3.065, -1.803], [5.455, 1.672, -1.787], [4.861, 0.900, -2.775], [4.057, 1.526, -3.719], [3.068, 0.813, -4.374], [2.054, 0.254, -3.601], [0.845, 0.965, -3.421], [-0.044, 0.563, -2.420], [0.162, -0.620, -1.684], [-1.070, -1.098, -0.775], [-1.120, -2.635, -0.744], [-2.283, -3.301, -1.128], [-2.409, -4.655, -0.846], [-1.413, -5.358, -0.204], [-0.193, -4.719, 0.075], [-0.065, -3.354, -0.139], [1.267, -1.427, -2.061], [2.199, -0.991, -3.024], [4.034, 2.916, -3.847], [4.629, 3.682, -2.835], [5.856, 3.653, -1.020], [6.030, 1.160, -1.021], [4.883, -0.181, -2.796], [0.664, 1.876, -3.992], [-0.959, 1.135, -2.252], [-1.906, -0.693, -1.288], [-3.049, -2.725, -1.684], [-3.354, -5.111, -1.081], [-1.560, -6.390, 0.082], [0.620, -5.265, 0.557], [0.862, -2.855, 0.124], [1.416, -2.449, -1.729], [3.076, -1.589, -3.279], [3.444, 3.396, -4.637], [4.548, 4.782, -2.843]], "lowdin_charge": [-0.06, -0.06, -0.04, -0.18, -0.14, 0.08, 0.00, -0.13, -0.17, -0.18, -0.18, -0.07, -0.04, -0.06, 0.12, 0.11, 0.12, 0.14, 0.15, 0.13, 0.15, 0.12, 0.12, 0.13, 0.12, 0.12, 0.12, 0.15, 0.13, 0.10, 0.11, -0.10, -0.08, -0.02, -0.26, 0.00, -0.24, 0.02, -0.05, -0.13, -0.15, -0.20, -0.03, -0.08, -0.07, -0.06, -0.07, -0.01, 0.01, 0.00, -0.08, 0.11, 0.10, 0.11, 0.12, 0.11, 0.11, 0.13, 0.11, 0.11, 0.11, 0.11, 0.09, 0.13, 0.12, 0.11]}